Entry from the OMol25 dataset: C19H12AsF6MoN3S3 as an isolated structure in a non-equilibrium geometry (the ωB97M-V functional and the def2-TZVPD basis).

Calculated values
- Net charge: +3
- Expectation value of S²: 0.80
- DFT total energy: -135842.7829 eV
- 2S+1: 2
- LUMO (spin up / spin down): -13.23 / -13.24 eV
- Orbital gap (spin up / spin down): 4.9183 / 4.9022 eV

CARTESIAN COORDINATES (ANGSTROEM)
Mo1 -1.30540 -0.42257 1.45846
C1 -0.91425 -0.08392 5.65500
C2 -1.41639 -0.42062 4.39822
N1 -0.62475 -0.88384 3.38189
C3 0.72701 -0.82869 3.50793
C4 1.32887 -0.39817 4.74864
C5 0.48763 -0.03768 5.84938
C6 2.74554 -0.10554 4.75668
C7 3.46281 -0.03449 3.57136
C8 2.82457 -0.35942 2.34877
C9 1.50695 -0.82178 2.30195
N2 0.70382 -1.09596 1.17763
C10 1.13720 -1.51663 -0.01117
C11 2.38168 -1.90569 -0.42056
C12 2.71049 -1.81783 -1.74802
C13 1.76438 -1.46517 -2.67969
C14 0.38312 -1.37880 -2.33712
C15 -0.70655 -1.26492 -3.21095
C16 -2.01514 -1.08518 -2.64647
C17 -2.18402 -1.29615 -1.27406
N3 -1.16597 -1.40491 -0.40304
C18 0.06353 -1.45448 -0.96469
H1 -1.55576 0.03889 6.50512
H2 -2.45614 -0.41428 4.18237
H3 0.92833 0.23762 6.83136
H4 3.30683 0.08316 5.69516
H5 4.51551 0.29280 3.54295
H6 3.37851 -0.29398 1.42098
H7 2.98230 -2.46460 0.32244
H8 3.72851 -2.02721 -2.11337
H9 2.02617 -1.21532 -3.68772
H10 -0.62014 -1.24696 -4.30656
H11 -2.87434 -0.87414 -3.30002
H12 -3.12684 -1.52310 -0.87299
S1 -2.66312 5.75930 -0.68557
C19 -3.16593 5.05856 -1.96400
S2 -1.29785 1.59537 0.93674
S3 -3.80116 4.52307 -3.28474
F1 -2.86752 1.84619 -4.17462
As1 -1.59762 1.82378 -5.29227
F2 -1.99835 0.05030 -5.57184
F3 -0.25724 1.77539 -6.46115
F4 -2.70063 2.41289 -6.53836
F5 -1.18409 3.45869 -4.70763
F6 -0.59458 1.18606 -3.93638



Entry from the OMol25 dataset: a single C4H9NOS2 molecule in a non-equilibrium geometry (the ωB97M-V functional and the def2-TZVPD basis).

Calculated values
- SMILES: CN[C@H](C=O)CSS
- Net charge: 0
- DFT total energy: -29500.9596 eV
- 2S+1: 1
- Relative energy (zero: lowest compared OMol25 entry of this formula, charge and spin): 147.0 kJ/mol
- LUMO: 0.22 eV
- Orbital gap: 9.1304 eV

CARTESIAN COORDINATES (ANGSTROEM)
C1 1.21109 1.23371 1.31330
N1 -0.22044 0.86227 1.12330
C2 -0.52430 0.26521 -0.16119
C3 -1.74678 0.85915 -0.80990
O1 -2.34449 1.80571 -0.35500
C4 -0.70224 -1.22493 0.01765
S1 -0.24722 -2.13813 -1.59563
S2 1.76065 -2.61586 -1.17313
H1 1.78472 0.33516 1.05893
H2 1.40889 2.04347 0.62944
H3 1.37615 1.27438 2.39946
H4 -0.79271 1.68431 1.27127
H5 0.30326 0.38171 -0.88266
H6 -2.09614 0.43456 -1.75780
H7 0.07389 -1.55559 0.70686
H8 -1.65763 -1.55381 0.41274
H9 2.41329 -2.09131 -2.19765



Entry from the OMol25 dataset: a 2-piece molecular cluster, C4H6BrNS overall in a non-equilibrium geometry (the ωB97M-V functional and the def2-TZVPD basis).

Calculated values
- Net charge: 0
- DFT total energy: -86608.9281 eV
- 2S+1: 1
- Relative energy (zero: lowest compared OMol25 entry of this formula, charge and spin): 396.1 kJ/mol
- LUMO: -0.15 eV
- Orbital gap: 7.9892 eV

CARTESIAN COORDINATES (ANGSTROEM)
C1 0.14813 1.47857 -0.50604
C2 2.09849 0.28499 -1.37916
C3 -1.70079 -0.22821 1.06167
C4 -0.59982 -1.18010 1.05416
N1 1.22963 1.13518 -0.98806
S1 -1.67571 1.01731 2.05189
Br1 -2.97849 -0.55744 -0.33050
H1 -0.27743 2.50613 -0.65189
H2 1.68658 -0.38928 -2.21956
H3 3.14122 0.19427 -1.06845
H4 -0.94133 -2.13861 0.75880
H5 -0.13028 -1.18687 2.09330
H6 -0.00020 -0.93594 0.12385



Entry from the OMol25 dataset: a 2-piece molecular cluster, ClH2N2O overall in a non-equilibrium geometry (the ωB97M-V functional and the def2-TZVPD basis).

Calculated values
- Net charge: -1
- DFT total energy: -17579.6222 eV
- 2S+1: 1
- Relative energy (zero: lowest compared OMol25 entry of this formula, charge and spin): 581.7 kJ/mol
- LUMO (spin up / spin down): 4.69 / 2.76 eV
- Orbital gap (spin up / spin down): 8.2656 / 4.6936 eV

CARTESIAN COORDINATES (ANGSTROEM)
N1 1.23254 -0.37784 -0.36381
N2 -2.14191 0.36069 -0.02229
O1 1.40955 -1.44229 0.15733
Cl1 2.54121 0.91583 0.14775
H1 -1.53108 -0.23254 -0.58510
H2 -1.51031 0.77615 0.66612



Entry from the OMol25 dataset: a 4-piece molecular cluster, C26H58N2O10PS4Si overall (the ωB97M-V functional and the def2-TZVPD basis).

Calculated values
- Net charge: +1
- DFT total energy: -111858.8951 eV
- 2S+1: 1
- LUMO: -1.97 eV
- Orbital gap: 8.9180 eV

CARTESIAN COORDINATES (ANGSTROEM)
C1 -4.18089 2.02016 -0.61793
C2 -4.07439 2.42193 -2.08626
O1 -5.21271 2.00628 -2.82486
C3 -2.90112 1.77436 -2.82600
O2 -1.79267 1.71663 -1.90328
N1 -0.58737 1.39920 -2.55609
C4 0.11911 2.65628 -3.01102
C5 1.32015 3.04062 -2.15097
P1 0.72166 3.98932 -0.64123
S1 -0.77871 5.17136 -0.98107
N2 2.21294 1.92756 -1.93583
C6 3.35398 2.08760 -1.06343
C7 3.13914 1.84977 0.43671
O3 2.19496 0.79955 0.64831
Si1 1.70424 0.46389 2.22567
C8 0.17850 1.46588 2.64834
C9 1.26373 -1.35657 2.24992
C10 3.06164 0.81423 3.45639
C11 1.65328 0.61278 -2.14550
C12 0.22227 0.55277 -1.61474
C13 -0.38493 -0.83056 -1.42990
C14 -0.70214 -1.59098 -2.71674
O4 -1.34535 -2.81636 -2.45591
H1 -5.23008 2.16783 -0.37530
H2 -3.55644 2.65332 0.01495
H3 -3.90916 0.97465 -0.45329
H4 -3.96097 3.51012 -2.16553
H5 -5.99760 2.21860 -2.29841
H6 -3.18121 0.76348 -3.14467
H7 -2.61871 2.38168 -3.69407
H8 -0.81905 0.85512 -3.39224
H9 0.42852 2.50147 -4.04715
H10 -0.62904 3.45087 -2.97866
H11 1.83234 3.82325 -2.73387
H12 0.54352 3.01433 0.35320
H13 1.88890 4.64831 -0.22215
H14 3.73715 3.10730 -1.19463
H15 4.15212 1.42923 -1.42196
H16 4.09468 1.57999 0.89574
H17 2.80843 2.77365 0.93619
H18 -0.23010 1.04309 3.57362
H19 -0.60647 1.37778 1.88840
H20 0.37414 2.52558 2.83396
H21 0.97070 -1.72011 1.26017
H22 0.43318 -1.53244 2.94148
H23 2.13294 -1.92990 2.58492
H24 3.50515 1.80310 3.33370
H25 2.62645 0.73408 4.45868
H26 3.84111 0.05296 3.37102
H27 1.64653 0.36891 -3.22154
H28 2.24766 -0.14348 -1.63623
H29 0.19115 1.09306 -0.66570
H30 -1.28164 -0.77776 -0.80582
H31 0.35272 -1.40590 -0.86057
H32 -1.39842 -1.02350 -3.35074
H33 0.20908 -1.76507 -3.30493
H34 -1.03969 -3.13958 -1.59953
C15 9.11003 1.26300 1.12592
C16 9.56213 2.12673 2.31163
C17 8.29961 2.58066 3.05437
S2 7.07523 1.29451 2.77456
O5 5.97881 1.85438 2.01238
O6 6.79626 0.58748 3.99592
C18 8.08036 0.28826 1.68855
H35 9.94422 0.73480 0.66756
H36 8.64879 1.88997 0.35968
H37 10.18920 1.53283 2.97852
H38 10.14911 2.98375 1.98650
H39 8.44034 2.67843 4.12772
H40 7.89031 3.50372 2.64843
H41 7.43513 -0.17004 0.94262
H42 8.54431 -0.47975 2.30671
C19 -0.26634 -7.23389 1.13481
C20 -0.40157 -6.35596 2.38727
C21 0.62895 -5.22575 2.26876
S3 0.86287 -4.96417 0.50744
O7 2.21808 -5.28710 0.15026
O8 0.31103 -3.67884 0.11887
C22 -0.22531 -6.27050 -0.04765
H43 -1.09219 -7.93660 1.04086
H44 0.66044 -7.80929 1.17620
H45 -1.40790 -5.93565 2.43302
H46 -0.24295 -6.92736 3.29984
H47 0.30234 -4.28845 2.71217
H48 1.60017 -5.50696 2.67142
H49 0.18331 -6.69165 -0.96334
H50 -1.20156 -5.82518 -0.23956
C23 -9.87708 -0.02960 -1.61477
C24 -8.82475 -1.14533 -1.68097
C25 -7.47412 -0.52278 -1.30552
S4 -7.85850 0.84931 -0.20511
O9 -7.48121 2.08182 -0.87334
O10 -7.37924 0.57683 1.12304
C26 -9.63623 0.69346 -0.29363
H51 -10.88992 -0.42468 -1.66702
H52 -9.74461 0.66369 -2.44781
H53 -9.08057 -1.93065 -0.96755
H54 -8.77919 -1.60056 -2.66871
H55 -6.81597 -1.20414 -0.77199
H56 -6.95529 -0.10908 -2.16903
H57 -10.07294 1.68743 -0.23395
H58 -9.94682 0.09318 0.56129



Entry from the OMol25 dataset: a single C6H4O4 molecule in a non-equilibrium geometry (the ωB97M-V functional and the def2-TZVPD basis).

Calculated values
- Net charge: 0
- DFT total energy: -14472.9987 eV
- 2S+1: 1
- Relative energy (zero: lowest compared OMol25 entry of this formula, charge and spin): 344.9 kJ/mol
- LUMO (spin up / spin down): -1.83 / -1.83 eV
- Orbital gap (spin up / spin down): 7.1941 / 7.1923 eV

CARTESIAN COORDINATES (ANGSTROEM)
C1 -1.91849 -0.33441 0.98038
C2 -0.83860 0.05066 0.18517
C3 -3.08886 -0.08901 0.08185
C4 -1.32318 0.73481 -1.06378
C5 0.47026 -0.17940 0.53323
C6 2.78308 -0.22052 0.14303
O1 -4.22654 -0.41283 0.19911
O2 -0.68741 1.28857 -1.90962
O3 -2.66995 0.64282 -1.05273
O4 1.46712 0.14136 -0.22318
H1 0.65469 -0.70993 1.46899
H2 3.25439 -0.66041 -0.73712
H3 2.78980 -0.93193 0.97243
H4 3.33370 0.68021 0.42225



Entry from the OMol25 dataset: a 2-piece molecular cluster, C5H14NO overall in a non-equilibrium geometry (the ωB97M-V functional and the def2-TZVPD basis).

Calculated values
- Net charge: -1
- DFT total energy: -8948.9681 eV
- 2S+1: 1
- Relative energy (zero: lowest compared OMol25 entry of this formula, charge and spin): 66.3 kJ/mol
- LUMO: 4.32 eV
- Orbital gap: 6.9882 eV

CARTESIAN COORDINATES (ANGSTROEM)
C1 -2.10049 -0.00584 1.41216
C2 -1.74424 1.19752 0.58169
C3 -0.41561 1.82329 1.04491
H1 -1.39688 -0.81687 1.21885
H2 -3.13950 -0.29431 1.19539
H3 -2.04578 0.26015 2.48492
H4 -2.53860 1.95392 0.58642
H5 -1.59718 0.94260 -0.47136
H6 -0.09582 2.73336 0.51095
H7 -0.46008 2.10233 2.11172
H8 0.36441 1.08432 0.81498
C4 2.52194 -0.43740 -1.31903
N1 1.74592 -1.64139 -1.63790
C5 0.57451 -1.77053 -0.75651
O1 -0.06610 -0.56348 -0.52030
H9 1.82828 0.40633 -1.29591
H10 3.25817 -0.27205 -2.10267
H11 3.00824 -0.55602 -0.35000
H12 1.37115 -1.46268 -2.56958
H13 1.00166 -2.10908 0.21813
H14 -0.07399 -2.57416 -1.15688



Entry from the OMol25 dataset: a 2-piece molecular cluster, C5H10O overall (the ωB97M-V functional and the def2-TZVPD basis).

Calculated values
- SMILES: C[C@H]1CC1=O.C
- Net charge: 0
- DFT total energy: -7392.8100 eV
- 2S+1: 1
- Relative energy (zero: lowest compared OMol25 entry of this formula, charge and spin): 188.7 kJ/mol
- LUMO: 0.82 eV
- Orbital gap: 10.0008 eV

CARTESIAN COORDINATES (ANGSTROEM)
C1 1.76742 0.07426 0.83046
C2 1.45378 -0.08855 -0.64315
C3 0.31199 -1.05463 -1.09809
C4 0.22538 0.40252 -1.28165
O1 -0.37757 1.33014 -1.74950
H1 2.44894 -0.71769 1.15995
H2 2.24737 1.03904 1.02253
H3 0.86403 0.01954 1.44818
H4 2.32522 -0.06500 -1.29735
H5 0.46143 -1.67306 -1.98052
H6 -0.26657 -1.53046 -0.30686
C5 -2.29178 0.45249 0.77801
H7 -3.28093 0.78676 1.09555
H8 -1.54473 0.79036 1.50315
H9 -2.27956 -0.63947 0.72098
H10 -2.06442 0.87374 -0.20167